Entry 1:
{"formula": "C4H10N4", "method": "wB97M-V/def2-TZVPD", "max_force_ha_per_bohr": 0.09410, "symbols": ["C", "C", "C", "C", "N", "N", "N", "N", "H", "H", "H", "H", "H", "H", "H", "H", "H", "H"], "positions_angstrom": [[1.2228, -0.3011, 0.4634], [2.0528, -0.0135, 1.6649], [1.2209, 0.9418, -0.4814], [-2.5764, 0.3954, -0.5538], [0.7225, -1.4734, 0.2790], [-0.0400, -1.9077, -0.7075], [-1.0537, -1.1602, -0.9059], [-1.3145, -0.1697, -0.1339], [2.1792, 1.0770, 1.9593], [2.9824, -0.5023, 1.4147], [1.4709, -0.4051, 2.5979], [0.2116, 1.1196, -0.5578], [1.6072, 0.4918, -1.4116], [1.7941, 1.7494, -0.1738], [-2.4240, 1.4592, -1.1063], [-3.1519, -0.2897, -1.1004], [-3.1446, 0.6165, 0.4554], [-1.7591, -1.6280, -1.7021]], "forces_ev_per_angstrom": [[0.03, 1.54, -0.92], [-1.77, -0.02, 2.74], [0.90, -4.52, -0.64], [0.13, 3.94, 2.81], [1.69, 0.91, 2.00], [0.17, -0.25, -1.80], [-1.10, -1.86, -1.23], [-1.92, 0.35, -1.56], [0.02, -1.27, -1.09], [0.61, -0.09, 0.87], [1.59, -0.05, -1.52], [-2.31, 1.04, -0.60], [-0.27, 0.70, -0.18], [1.07, 1.24, 0.73], [-0.53, -2.46, 1.04], [-1.06, -0.77, -1.14], [0.76, -0.17, -2.12], [1.98, 1.74, 2.60]], "nbo_charge": [0.359, -0.675, -0.697, -0.439, -0.318, -0.124, -0.050, -0.377, 0.218, 0.241, 0.235, 0.249, 0.223, 0.215, 0.188, 0.167, 0.207, 0.376]}

Entry 2:
{"formula": "C4H10N4", "method": "wB97M-V/def2-TZVPD", "max_force_ha_per_bohr": 0.07058, "spin_multiplicity": 3, "symbols": ["C", "C", "C", "C", "N", "N", "N", "N", "H", "H", "H", "H", "H", "H", "H", "H", "H", "H"], "positions_angstrom": [[-0.6468, -0.7174, -1.1026], [-0.1844, -1.3333, -0.0807], [0.3073, -2.0185, 1.0341], [-1.7608, 1.5006, -0.9368], [0.4700, 1.2843, -0.4420], [-0.5696, 0.7607, -1.1870], [0.5425, 0.8316, 0.8121], [1.7833, 0.4226, 1.1546], [-1.1524, -1.0581, -1.9370], [0.4562, -1.2850, 1.8453], [1.2791, -2.6703, 0.8413], [-0.3453, -2.8878, 1.2433], [-1.7722, 1.7837, 0.0731], [-1.7214, 2.4392, -1.4148], [-2.6012, 0.9449, -1.2267], [1.4265, 1.0527, -0.8906], [2.2749, -0.0335, 0.3678], [2.2140, 0.9838, 1.8467]], "forces_ev_per_angstrom": [[0.25, 2.82, 1.24], [-0.18, -1.19, -1.62], [1.81, -2.81, 0.78], [0.65, 0.22, 0.06], [3.30, -0.49, -1.43], [0.64, -1.32, -1.07], [-1.13, 1.11, 2.44], [-0.11, -0.78, -1.37], [-1.02, -1.22, -1.62], [-0.08, -0.93, 0.19], [-1.35, 1.90, 0.20], [-0.30, 0.69, 0.61], [-0.65, -0.09, 1.86], [-0.05, 1.06, -1.22], [-1.26, -0.64, -0.33], [-1.78, 0.69, 0.05], [0.42, 0.71, 0.83], [0.84, 0.28, 0.40]], "lowdin_spin": [0.112, 0.595, 0.123, 0.007, 0.194, 0.087, 0.601, 0.157, 0.025, 0.034, 0.006, 0.023, -0.001, 0.004, 0.001, 0.008, 0.006, 0.017]}

Entry 3:
{"formula": "C4H10N4O", "method": "wB97M-V/def2-TZVPD", "max_force_ha_per_bohr": 0.09839, "smiles": "[H]/N=C(/N)N(C)/C(CO)=N\\[H]", "symbols": ["C", "C", "N", "C", "C", "N", "O", "N", "N", "H", "H", "H", "H", "H", "H", "H", "H", "H", "H"], "positions_angstrom": [[1.7217, -0.2443, 0.0917], [-1.8508, -1.0869, -0.2612], [-0.7593, -0.1633, 0.0638], [-0.4083, 0.8791, -0.8537], [0.2150, -0.5783, 0.8963], [-0.2759, 2.0930, -0.2183], [2.5477, 0.6006, 0.8749], [-0.6339, 0.8816, -2.1262], [0.2139, -0.8070, 2.1465], [2.8725, 0.0680, 1.6185], [0.3423, 2.1055, 0.5848], [-0.0924, 2.8372, -0.8805], [-0.9240, -0.0320, -2.4683], [-0.5796, -1.3850, 2.4376], [1.8573, 0.0550, -0.9472], [2.1387, -1.2602, 0.0828], [-1.5794, -1.7097, -1.1181], [-2.0622, -1.7474, 0.5839], [-2.7434, -0.5057, -0.5071]], "forces_ev_per_angstrom": [[-0.19, -1.50, 2.72], [-0.17, 0.56, -0.27], [-1.31, -1.37, -1.25], [-2.80, 0.31, -1.67], [3.80, 3.30, -0.53], [0.96, 0.07, 0.08], [0.07, -0.37, 0.13], [0.54, -0.40, 1.19], [0.79, -2.39, -1.10], [-0.26, 0.38, -0.16], [-0.13, 0.03, 0.05], [0.13, -0.10, 0.11], [0.09, 0.04, 0.12], [-0.41, 1.02, 0.36], [-1.18, 0.50, 0.09], [0.02, -0.07, 0.12], [-0.11, -0.07, -0.01], [0.11, 0.27, -0.04], [0.03, -0.21, 0.05]], "nbo_charge": [-0.159, -0.404, -0.525, 0.588, 0.494, -0.805, -0.723, -0.717, -0.716, 0.481, 0.397, 0.396, 0.337, 0.354, 0.211, 0.173, 0.186, 0.214, 0.218]}

Entry 4:
{"formula": "C4H10N4O", "method": "wB97M-V/def2-TZVPD", "max_force_ha_per_bohr": 0.06362, "symbols": ["C", "C", "N", "C", "C", "N", "N", "N", "O", "H", "H", "H", "H", "H", "H", "H", "H", "H", "H"], "positions_angstrom": [[1.4172, 0.9590, 0.7621], [-1.2879, 1.0770, 1.0730], [2.1369, -0.2218, 0.1811], [-0.0796, -0.8734, -0.4526], [-0.2572, 0.8934, -0.0203], [-1.1775, -1.7088, -0.1091], [0.2757, -0.8715, -1.8178], [0.9586, -0.8512, 0.4975], [-0.2303, 1.5843, -1.0556], [2.1945, -0.1095, -0.8416], [-1.3696, -1.6795, 0.8848], [-1.1094, -2.6527, -0.4750], [0.1355, -1.7204, -2.3483], [-0.1957, -0.1179, -2.3189], [1.5247, 1.0113, 1.8394], [1.6924, 1.8627, 0.2209], [-1.0787, 0.4405, 1.9316], [-2.2769, 0.8563, 0.6661], [-1.2726, 2.1224, 1.3828]], "forces_ev_per_angstrom": [[-1.17, 1.13, -0.92], [-0.33, -0.58, -0.33], [-1.10, -0.03, 0.22], [1.12, -1.88, 0.20], [2.27, 1.81, 1.51], [-0.36, 0.64, 0.20], [0.21, 0.61, -0.71], [-0.92, -0.54, -1.38], [-0.19, -0.94, 0.16], [-0.15, 0.03, 0.07], [0.03, -0.33, -0.12], [0.08, 0.19, 0.21], [-0.11, -0.27, 0.50], [0.22, 0.14, 0.30], [-0.02, -0.03, -0.02], [0.36, 0.11, 0.09], [-0.02, 0.00, -0.02], [-0.05, -0.01, 0.12], [0.15, -0.05, -0.08]], "nbo_charge": [-0.331, -0.678, -0.411, 0.314, 0.488, -0.841, -0.880, -0.029, -0.659, 0.363, 0.380, 0.374, 0.376, 0.410, 0.209, 0.232, 0.215, 0.228, 0.238]}

Entry 5:
{"formula": "C4H10N4S2", "method": "wB97M-V/def2-TZVPD", "max_force_ha_per_bohr": 0.07746, "total_charge": 2, "symbols": ["C", "C", "C", "C", "N", "N", "N", "N", "S", "S", "H", "H", "H", "H", "H", "H", "H", "H", "H", "H"], "positions_angstrom": [[1.4675, -1.8413, 0.1953], [-0.7856, -0.8817, 0.3218], [-3.1200, 0.6593, 0.4928], [1.6778, 1.7324, -0.5703], [2.0460, -0.8114, 0.7170], [-0.1760, 0.2975, 0.9477], [0.0097, -1.9253, -0.0025], [2.1502, -3.0294, 0.0162], [-2.4473, -0.9064, 0.0037], [1.5239, 0.7131, 0.9407], [-3.1622, 0.9151, 1.6837], [-4.2267, 0.5831, 0.4582], [-2.6534, 1.5316, -0.0720], [0.8911, 1.8199, -1.3086], [2.6194, 1.6784, -1.1130], [1.8035, 2.7164, -0.2471], [-0.7625, 1.0470, 1.2894], [-0.3560, -2.6457, -0.5661], [2.9363, -3.1585, 0.6918], [1.6490, -3.8534, -0.1708]], "forces_ev_per_angstrom": [[-0.69, -1.88, 0.69], [1.73, 3.34, 1.32], [-0.24, 2.41, 3.02], [0.50, -0.47, -0.67], [0.90, 0.66, -0.55], [-0.51, -1.81, -1.22], [2.04, 2.49, 0.65], [0.17, 3.07, 1.64], [-0.04, -0.84, 0.07], [-1.64, -2.17, -1.34], [1.02, -0.89, -2.56], [0.60, -0.10, -1.13], [-1.02, -1.19, 0.57], [-0.60, -0.99, 0.13], [0.35, -1.16, 0.13], [-0.14, 1.78, 1.47], [-0.51, -0.28, -0.05], [-0.60, -1.13, -0.66], [-0.53, 0.28, -1.18], [-0.79, -1.13, -0.33]], "nbo_charge": [0.671, 0.324, -0.863, -0.863, -0.753, -0.782, -0.574, -0.719, 0.580, 1.398, 0.297, 0.328, 0.274, 0.288, 0.319, 0.286, 0.453, 0.458, 0.460, 0.420]}

Entry 6:
{"formula": "C4H10N5", "method": "wB97M-V/def2-TZVPD", "max_force_ha_per_bohr": 0.02898, "total_charge": 1, "smiles": "[H]/N=C(C(C)=[NH2+])/C(N)=N\\N", "symbols": ["C", "C", "C", "C", "N", "N", "N", "N", "N", "H", "H", "H", "H", "H", "H", "H", "H", "H", "H"], "positions_angstrom": [[0.5353, -0.8922, 0.2064], [1.7501, 0.0033, 0.0546], [-0.8068, -0.3239, 0.0273], [-1.1547, 0.3587, -1.2359], [1.7046, 1.2727, 0.2289], [0.7815, -2.1191, 0.3969], [2.8534, -0.6413, -0.3190], [-1.7251, -0.5900, 0.9298], [0.5574, 1.8076, 0.7915], [-2.0257, 0.9987, -1.1188], [-1.3860, -0.3875, -2.0021], [-0.3160, 0.9402, -1.6105], [-0.0116, -2.7553, 0.3971], [2.8045, -1.6473, -0.3674], [3.7516, -0.1897, -0.2842], [-1.4971, -1.0880, 1.7800], [-2.6801, -0.2825, 0.8048], [0.4833, 2.7872, 0.5294], [0.5497, 1.7154, 1.8053]], "forces_ev_per_angstrom": [[1.01, -0.32, 0.42], [-1.14, 0.80, 0.26], [-0.97, 0.54, 0.80], [-0.18, 0.14, -0.22], [1.32, 0.16, -0.36], [-0.14, -0.16, -0.13], [0.46, -0.49, -0.21], [0.69, 0.04, -0.84], [-1.22, -0.85, -0.05], [-0.02, 0.03, 0.02], [0.02, -0.16, 0.08], [0.05, -0.02, 0.11], [-0.26, 0.07, 0.04], [0.14, 0.11, -0.01], [-0.09, 0.08, 0.03], [0.02, 0.01, 0.00], [0.01, 0.02, 0.01], [0.13, -0.21, 0.20], [0.17, 0.22, -0.16]], "nbo_charge": [0.121, 0.359, 0.475, -0.700, -0.320, -0.521, -0.763, -0.646, -0.662, 0.253, 0.276, 0.282, 0.360, 0.426, 0.426, 0.433, 0.434, 0.393, 0.374]}

Entry 7:
{"formula": "C4H10N5O", "method": "wB97M-V/def2-TZVPD", "max_force_ha_per_bohr": 0.08753, "total_charge": 1, "smiles": "C/C(=N/N1CN1N)OC=[NH2+]", "symbols": ["C", "C", "C", "C", "N", "N", "N", "N", "N", "O", "H", "H", "H", "H", "H", "H", "H", "H", "H", "H"], "positions_angstrom": [[1.4458, -0.7828, -1.0245], [0.2423, 1.3166, -0.2402], [0.9016, 2.6258, 0.1090], [-2.9996, -0.1964, 0.0906], [-1.0667, -1.5974, 0.7011], [-2.0251, -1.1779, -0.2394], [-1.0352, 1.1355, -0.3475], [-1.8820, 0.1641, -0.7055], [2.5175, -1.4915, -0.9119], [1.2719, 0.2852, -0.2313], [0.6649, -1.2013, -1.6691], [1.3949, 2.6597, 1.1090], [1.6534, 2.8556, -0.5963], [-0.0401, 3.3767, 0.0486], [-3.9054, -0.3511, -0.3657], [-2.9897, 0.0951, 1.0813], [-1.2899, -2.6374, 0.8789], [-1.0523, -1.2012, 1.5758], [2.7069, -2.3329, -1.4784], [3.3342, -1.2503, -0.2920]], "forces_ev_per_angstrom": [[-1.50, 1.46, 1.90], [-2.96, -1.06, 0.09], [-3.31, 1.03, 0.74], [1.16, -0.06, 0.11], [0.00, -4.06, -1.94], [1.44, -1.55, -0.08], [2.81, 1.03, 1.03], [0.45, 0.88, -1.73], [2.21, -0.32, 0.52], [1.33, -2.59, -1.81], [0.01, 0.69, 0.03], [-0.71, -0.28, -0.60], [0.66, 0.46, -0.98], [2.64, -1.41, 0.26], [-2.13, 0.10, -1.05], [-0.10, 0.88, 1.97], [0.60, 2.15, -0.58], [-0.48, 1.83, 2.54], [-0.66, 0.74, 0.27], [-1.45, 0.07, -0.70]], "nbo_charge": [0.581, 0.477, -0.669, -0.070, -0.702, -0.115, -0.246, -0.115, -0.685, -0.479, 0.233, 0.252, 0.236, 0.271, 0.208, 0.185, 0.387, 0.349, 0.450, 0.452]}

Entry 8:
{"formula": "C4H10NO", "method": "wB97M-V/def2-TZVPD", "max_force_ha_per_bohr": 0.08727, "total_charge": -1, "symbols": ["C", "O", "C", "C", "C", "N", "H", "H", "H", "H", "H", "H", "H", "H", "H", "H"], "positions_angstrom": [[-4.0071, -0.3962, -0.1943], [-4.9817, -1.3092, -0.2166], [-2.5886, -0.9798, -0.4882], [3.9954, 1.2793, -0.8800], [4.4345, 1.0181, 0.3732], [3.5116, 0.4422, 1.4629], [-4.0880, 0.4338, -0.9477], [-3.9030, 0.1175, 0.8019], [4.5328, 2.0002, -1.4776], [-2.5845, -1.4786, -1.4617], [-2.3562, -1.7564, 0.2499], [3.0403, 0.8171, -1.1045], [5.4228, 0.9746, 0.8033], [3.5228, -0.0163, 0.5283], [2.6738, 0.9810, 1.6635], [-1.8012, -0.2020, -0.5043]], "forces_ev_per_angstrom": [[0.40, -0.41, 0.02], [-0.03, 0.06, -0.14], [0.00, -0.08, 0.03], [0.70, -0.02, 2.01], [-0.15, 2.01, 1.24], [2.22, -0.39, -1.79], [-0.26, 0.19, -0.02], [0.05, 0.20, -0.02], [0.16, -0.70, -0.69], [-0.12, 0.04, -0.09], [0.09, 0.14, 0.06], [-0.33, 0.91, -0.45], [0.48, 0.96, -0.56], [-3.14, -2.92, 1.32], [0.04, 0.14, -1.07], [-0.12, -0.14, 0.16]], "nbo_charge": [0.002, -0.950, -0.653, -0.478, -0.044, -0.870, 0.046, 0.051, 0.222, 0.176, 0.177, 0.211, 0.200, 0.384, 0.374, 0.150]}

Entry 9:
{"formula": "C4H10NO", "method": "wB97M-V/def2-TZVPD", "max_force_ha_per_bohr": 0.01141, "total_charge": -1, "symbols": ["C", "O", "C", "C", "H", "H", "H", "H", "H", "H", "H", "C", "N", "H", "H", "H"], "positions_angstrom": [[0.3771, -0.7000, 1.2662], [0.0087, -1.0924, 0.0350], [0.0519, 0.7778, 1.5801], [0.7441, 1.7294, 0.6204], [1.4769, -0.8006, 1.4456], [-0.1026, -1.2991, 2.0817], [0.3465, 1.0065, 2.6060], [-1.0378, 0.9059, 1.5201], [0.5471, 2.7777, 0.8515], [0.4382, 1.5362, -0.4025], [1.8183, 1.5820, 0.6756], [-1.0099, -1.5682, -2.7201], [-0.9877, -0.3480, -2.4208], [-1.1558, -1.8600, -3.7618], [-0.7528, -2.3334, -1.9793], [-0.7622, -0.3139, -1.3977]], "forces_ev_per_angstrom": [[-0.18, 0.11, -0.04], [-0.11, -0.02, -0.19], [-0.24, -0.11, -0.10], [-0.09, 0.06, 0.08], [0.17, -0.04, 0.10], [0.04, -0.01, 0.12], [0.08, 0.05, 0.27], [0.07, 0.00, -0.04], [-0.08, 0.11, 0.02], [-0.06, -0.07, -0.15], [0.32, -0.05, -0.03], [0.58, -0.11, -0.04], [-0.30, 0.34, 0.26], [-0.20, -0.18, -0.11], [-0.19, -0.06, -0.05], [0.18, -0.02, -0.11]], "nbo_charge": [0.003, -0.977, -0.421, -0.608, 0.067, 0.074, 0.158, 0.174, 0.173, 0.221, 0.183, -0.096, -0.643, 0.113, 0.171, 0.408]}

Entry 10:
{"formula": "C4H10NO", "method": "wB97M-V/def2-TZVPD", "max_force_ha_per_bohr": 0.06205, "total_charge": 1, "symbols": ["C", "C", "C", "C", "O", "N", "H", "H", "H", "H", "H", "H", "H", "H", "H", "H"], "positions_angstrom": [[-1.3147, -0.3510, 1.3033], [-0.8596, -0.0308, -0.0184], [-0.3924, -1.0402, -0.9036], [1.1808, -1.1846, -0.7112], [1.6562, -1.9353, 0.0618], [1.2532, 2.0191, -0.3525], [-2.4100, -0.2288, 1.3399], [-1.0270, -1.3380, 1.6468], [-0.9478, 0.3822, 2.0384], [-1.2863, 0.8384, -0.5198], [-0.7968, -1.9983, -0.5788], [-0.5314, -0.8573, -1.9665], [1.7797, -0.4383, -1.2564], [1.9777, 1.5080, 0.1377], [0.3582, 1.6483, -0.0696], [1.3601, 3.0065, -0.1510]], "forces_ev_per_angstrom": [[0.84, 0.26, 1.14], [-2.68, -1.01, -1.41], [0.28, -0.26, -0.22], [1.22, 0.44, 0.61], [-0.33, -0.27, -0.02], [0.50, -0.66, -0.36], [0.07, 0.10, -0.20], [-0.01, -0.16, -0.07], [-0.18, 0.14, -0.05], [0.67, 0.56, 0.43], [0.20, -0.18, 0.00], [-0.12, 0.29, 0.05], [-0.28, -0.15, -0.43], [0.06, 0.21, 0.10], [0.10, 0.80, 0.34], [-0.35, -0.12, 0.08]], "nbo_charge": [-0.755, 0.341, -0.643, 0.468, -0.385, -1.060, 0.332, 0.265, 0.310, 0.243, 0.307, 0.291, 0.196, 0.369, 0.317, 0.403]}

So what do the calculations give for calculated total energy? Going down the list: -10265.1989, -10262.5486, -12315.8123, -12312.8895, -31921.7730, -11752.9246, -13795.9388, -7843.5656, -7846.9539, -7837.7470 eV.
So what do the calculations give for ΔE to the lowest compared entry with this formula, charge and spin? Going down the list: 545.3, 0.0, 262.7, 544.7, 0.0, 294.5, 583.9, 383.1, 56.2, 344.5 kJ/mol.
So what do the calculations give for M? Going down the list: 114.2, 114.2, 130.2, 130.2, 178.3, 128.2, 144.2, 88.1, 88.1, 88.1 g mol⁻¹.